Molecular formula: C2H5NO
Method: DFT, ωB97M-V with the def2-TZVPD basis set

Values from the calculation:
SMILES: CNC=O
total energy: -5692.5463 eV
multiplicity: 1

Positions of all 9 atoms, in Å:
C: -1.03 0.05 0.37
N: 0.14 0.35 -0.43
C: 1.33 -0.23 -0.18
O: 1.53 -1.10 0.65
H: -0.74 -0.22 1.39
H: -1.65 0.96 0.45
H: -1.48 -0.78 -0.17
H: -0.03 0.78 -1.33
H: 2.13 0.25 -0.75

Taken from the Mulliken analysis, the atomic charges in e are:
1 C -0.701
2 N -0.183
3 C 0.053
4 O -0.550
5 H 0.265
6 H 0.271
7 H 0.281
8 H 0.231
9 H 0.333

***

Molecular formula: C2H5NO
Method: DFT, ωB97M-V with the def2-TZVPD basis set

Values from the calculation:
total energy: -5691.5349 eV
multiplicity: 1

Positions of all 9 atoms, in Å:
C: 0.40 -0.38 0.91
N: 0.49 -0.29 -0.50
C: 1.07 -0.60 -1.49
O: 1.50 -0.78 -2.55
H: -1.99 1.43 -0.26
H: 1.20 -0.99 1.33
H: 0.46 0.63 1.32
H: -0.56 -0.82 1.17
H: -2.57 1.81 0.08

Taken from the Mulliken analysis, the atomic charges in e are:
1 C -0.704
2 N -0.205
3 C 0.474
4 O -0.452
5 H -0.216
6 H 0.358
7 H 0.266
8 H 0.266
9 H 0.215

***

Molecular formula: C2H5NO
Method: DFT, ωB97M-V with the def2-TZVPD basis set

Values from the calculation:
total energy: -5688.7383 eV
multiplicity: 1

Positions of all 9 atoms, in Å:
C: -0.29 -0.31 0.49
N: -1.22 0.59 -0.19
C: 0.96 -0.56 -0.18
O: 1.75 0.43 -0.03
H: -0.95 1.56 -0.20
H: -1.59 0.26 -1.07
H: 1.36 -1.51 -0.56
H: -0.78 -1.17 0.93
H: 0.76 0.70 0.82

Taken from the Mulliken analysis, the atomic charges in e are:
1 C -0.726
2 N -0.439
3 C 0.185
4 O -0.456
5 H 0.236
6 H 0.184
7 H 0.338
8 H 0.260
9 H 0.417